{"formula": "C23H47N2O25S6", "method": "wB97M-V/def2-TZVPD", "homo_lumo_gap_ha": 0.3650, "spin_multiplicity": 1, "fmax_ev_per_a": 1.204, "e_lumo_ev": -2.429, "e_tot_ev": -143781.31593, "total_charge": 1, "elements": ["C", "C", "C", "N", "C", "C", "N", "C", "C", "C", "C", "C", "C", "O", "H", "H", "H", "H", "H", "H", "H", "H", "H", "H", "H", "H", "H", "H", "H", "H", "H", "H", "H", "H", "H", "H", "H", "C", "C", "O", "S", "O", "O", "O", "H", "H", "H", "H", "C", "C", "O", "S", "O", "O", "O", "H", "H", "H", "H", "C", "C", "O", "S", "O", "O", "O", "H", "H", "H", "H", "C", "C", "O", "S", "O", "O", "O", "H", "H", "H", "H", "C", "C", "O", "S", "O", "O", "O", "H", "H", "H", "H", "C", "C", "O", "S", "O", "O", "O", "H", "H", "H", "H"], "coordinates": [[-4.472, -0.996, -1.187], [-3.835, 0.254, -1.730], [-2.388, 0.142, -2.135], [-4.419, 1.370, -1.919], [-5.554, 1.783, -1.100], [-4.985, 2.807, -0.125], [-4.540, 4.074, -0.806], [-5.329, 4.399, -2.046], [-6.751, 3.877, -1.928], [-6.685, 2.343, -2.000], [-8.047, 1.685, -1.753], [-8.388, 0.529, -2.707], [-9.884, 0.231, -2.666], [-8.066, 0.839, -4.066], [-4.489, -1.724, -2.003], [-3.885, -1.435, -0.382], [-5.495, -0.857, -0.849], [-2.302, 0.102, -3.223], [-1.929, -0.741, -1.703], [-1.915, 1.063, -1.803], [-5.966, 0.997, -0.461], [-4.110, 2.383, 0.367], [-5.689, 3.054, 0.668], [-4.632, 4.852, -0.155], [-3.555, 3.992, -1.053], [-5.307, 5.469, -2.238], [-4.849, 3.884, -2.876], [-7.276, 4.233, -2.813], [-7.255, 4.224, -1.023], [-6.377, 2.138, -3.026], [-8.093, 1.284, -0.737], [-8.835, 2.438, -1.838], [-7.844, -0.375, -2.410], [-10.374, 0.786, -3.463], [-10.303, 0.521, -1.702], [-10.068, -0.833, -2.799], [-7.124, 0.663, -4.200], [-1.379, -1.994, 1.827], [-0.937, -1.359, 3.126], [-0.406, -0.078, 2.714], [-1.202, 0.472, 1.472], [-2.212, 1.390, 1.884], [-0.285, 0.841, 0.454], [-1.934, -0.890, 1.072], [-0.539, -2.408, 1.270], [-2.139, -2.758, 1.967], [-0.172, -1.935, 3.635], [-1.778, -1.186, 3.798], [4.093, -3.438, 4.932], [3.741, -2.341, 5.910], [2.298, -2.302, 5.888], [1.735, -3.772, 5.660], [1.355, -4.355, 6.894], [0.798, -3.714, 4.586], [3.080, -4.443, 5.165], [4.019, -3.104, 3.903], [5.078, -3.860, 5.109], [4.139, -1.373, 5.631], [4.063, -2.587, 6.924], [-4.275, 1.893, -6.206], [-5.566, 2.157, -6.958], [-5.707, 3.584, -6.898], [-4.269, 4.280, -6.939], [-3.971, 4.685, -8.259], [-4.200, 5.188, -5.848], [-3.415, 2.972, -6.595], [-4.420, 1.934, -5.122], [-3.811, 0.948, -6.477], [-6.438, 1.693, -6.504], [-5.494, 1.855, -8.004], [5.214, -0.543, 1.578], [6.648, -0.105, 1.377], [7.141, 0.090, 2.718], [6.456, -0.953, 3.702], [7.310, -2.071, 3.897], [5.926, -0.238, 4.809], [5.273, -1.396, 2.737], [4.561, 0.301, 1.803], [4.816, -1.102, 0.737], [6.738, 0.815, 0.808], [7.242, -0.887, 0.901], [11.129, 2.454, 0.349], [10.277, 2.615, 1.593], [9.237, 3.516, 1.177], [8.881, 3.271, -0.355], [7.746, 2.418, -0.452], [8.903, 4.514, -1.030], [10.171, 2.413, -0.723], [11.788, 3.309, 0.194], [11.710, 1.537, 0.347], [10.816, 3.051, 2.428], [9.822, 1.672, 1.900], [7.782, -6.178, 2.115], [7.071, -7.227, 2.948], [5.772, -6.655, 3.174], [5.326, -5.796, 1.911], [4.479, -6.555, 1.067], [4.925, -4.516, 2.379], [6.761, -5.691, 1.228], [8.137, -5.347, 2.727], [8.602, -6.584, 1.530], [7.552, -7.413, 3.903], [6.951, -8.165, 2.405]], "mulliken_charge": [-0.864, 0.784, -1.247, -0.342, 0.567, -1.935, 0.042, -0.893, -1.262, 0.868, -1.655, 0.683, -1.470, -0.560, 0.356, 0.022, 0.259, 0.322, 0.302, 0.348, 1.071, 0.490, 0.406, 0.380, 0.384, 0.439, 0.357, 0.610, 0.355, -0.223, 0.490, 0.465, 0.085, 0.355, 0.384, 0.370, 0.271, -0.372, 0.014, -0.249, 1.062, -0.613, -0.568, -0.190, 0.312, 0.356, -0.047, 0.297, -0.253, -0.076, -0.349, 1.014, -0.574, -0.570, -0.283, 0.189, 0.423, 0.189, 0.309, 0.159, -0.282, -0.320, 1.102, -0.530, -0.524, -0.327, -0.167, 0.313, 0.270, 0.331, -0.368, -0.219, -0.208, 1.003, -0.586, -0.595, -0.212, 0.295, 0.341, 0.263, 0.264, -0.297, -0.155, -0.284, 1.075, -0.547, -0.537, -0.310, 0.284, 0.311, 0.320, 0.115, -0.258, -0.346, -0.331, 0.951, -0.583, -0.286, -0.329, 0.231, 0.323, 0.329, 0.287]}

***

{"formula": "C6H14ClN2P", "method": "wB97M-V/def2-TZVPD", "smiles": "[H]/N=C(/C)CC(C)(C)P(N)Cl", "homo_lumo_gap_ha": 0.3538, "spin_multiplicity": 1, "relative_energy_kcal_mol": 0.0, "fmax_ev_per_a": 3.738, "e_lumo_ev": 0.705, "e_tot_ev": -31240.11111, "total_charge": 0, "elements": ["H", "N", "C", "C", "C", "C", "C", "C", "P", "N", "Cl", "H", "H", "H", "H", "H", "H", "H", "H", "H", "H", "H", "H", "H"], "coordinates": [[-1.440, -1.927, -1.594], [-2.098, -1.597, -0.831], [-1.642, -1.148, 0.225], [-2.641, -0.830, 1.291], [-0.145, -0.973, 0.513], [0.514, 0.272, -0.087], [-0.126, 1.674, 0.317], [0.600, -0.062, -1.569], [2.164, 0.331, 0.790], [2.943, 1.420, -0.218], [2.864, -1.418, -0.159], [-3.587, -0.562, 0.835], [-2.310, 0.063, 1.975], [-2.759, -1.812, 1.877], [0.117, -1.085, 1.563], [0.351, -1.871, 0.041], [0.166, 1.842, 1.428], [-1.186, 1.819, 0.168], [0.314, 2.523, -0.237], [1.252, -0.959, -1.841], [-0.452, -0.271, -2.034], [0.726, 0.862, -2.163], [2.463, 2.255, -0.315], [3.911, 1.453, 0.024]], "mulliken_charge": [0.297, -0.734, 0.433, -1.163, -1.253, 1.328, -1.679, -1.324, 0.038, -0.428, -0.284, 0.365, 0.259, 0.281, 0.609, 0.508, 0.422, 0.390, 0.424, 0.330, 0.375, 0.351, 0.206, 0.248]}